Record 1
{
  "formula": "C30H42O12P2",
  "method": "the ωB97M-V functional and the def2-TZVPD basis",
  "charge": 0,
  "smiles": "C#CCc1ccc2c(c1)C(=O)c1ccc(COO)cc1C2=O.CCOP(=O)(OCC)OCC.CCOP(=O)(OCC)OCC",
  "total_energy_ha": -2753.5392,
  "largest_force_ha_per_bohr": 0.180,
  "symbols": ["C", "C", "C", "C", "C", "C", "C", "C", "C", "C", "O", "C", "C", "C", "C", "C", "O", "O", "C", "C", "C", "O", "H", "H", "H", "H", "H", "H", "H", "H", "H", "H", "H", "H", "C", "C", "O", "P", "O", "O", "C", "C", "O", "C", "C", "H", "H", "H", "H", "H", "H", "H", "H", "H", "H", "H", "H", "H", "H", "H", "C", "C", "O", "P", "O", "O", "C", "C", "O", "C", "C", "H", "H", "H", "H", "H", "H", "H", "H", "H", "H", "H", "H", "H", "H", "H"],
  "positions_angstrom": [[-12.392, -3.110, 0.513], [-11.385, -2.943, 1.190], [-10.096, -3.099, 2.053], [-8.936, -2.164, 1.547], [-9.057, -1.158, 0.451], [-7.912, -0.271, 0.010], [-6.620, -0.433, 0.728], [-6.446, -1.446, 1.846], [-7.603, -2.302, 2.238], [-5.022, -1.586, 2.536], [-4.891, -1.728, 3.738], [-3.806, -1.507, 1.521], [-2.589, -2.353, 1.615], [-1.546, -2.172, 0.530], [-1.709, -1.194, -0.600], [-0.643, -1.025, -1.768], [-1.399, -0.595, -2.937], [-2.175, -1.639, -3.376], [-2.936, -0.331, -0.633], [-3.979, -0.482, 0.415], [-5.307, 0.389, 0.383], [-5.299, 1.584, 0.150], [-13.312, -2.850, -0.076], [-10.377, -2.775, 3.110], [-9.775, -4.187, 2.139], [-10.053, -1.083, -0.064], [-8.024, 0.462, -0.837], [-7.410, -3.050, 3.061], [-2.458, -3.113, 2.431], [-0.608, -2.804, 0.563], [-0.275, -2.079, -2.002], [0.197, -0.320, -1.518], [-3.109, -1.354, -3.234], [-3.139, 0.435, -1.442], [3.943, -5.752, -3.752], [3.991, -4.914, -2.485], [4.532, -3.621, -2.733], [3.548, -2.473, -3.415], [2.486, -2.504, -2.327], [4.283, -1.088, -2.870], [3.485, -0.071, -2.258], [3.569, -0.172, -0.744], [4.560, -2.394, -4.763], [5.983, -2.314, -4.638], [6.645, -3.667, -4.845], [3.479, -5.202, -4.576], [3.387, -6.675, -3.582], [4.952, -6.020, -4.072], [2.994, -4.842, -2.045], [4.632, -5.401, -1.747], [2.452, -0.130, -2.604], [3.874, 0.896, -2.582], [3.502, -1.203, -0.392], [2.774, 0.411, -0.272], [4.530, 0.211, -0.391], [6.296, -1.878, -3.690], [6.317, -1.640, -5.430], [6.629, -4.254, -3.928], [7.696, -3.538, -5.119], [6.138, -4.243, -5.620], [-0.217, 5.248, 2.569], [0.865, 5.209, 1.504], [2.167, 5.211, 2.080], [2.761, 3.785, 2.688], [2.662, 3.018, 1.378], [4.392, 4.057, 2.558], [5.207, 3.044, 1.956], [5.467, 3.362, 0.498], [2.832, 4.471, 4.229], [3.377, 5.774, 4.453], [2.288, 6.828, 4.582], [-0.047, 4.489, 3.338], [-1.201, 5.089, 2.124], [-0.227, 6.218, 3.070], [0.725, 4.339, 0.858], [0.787, 6.095, 0.868], [4.745, 2.062, 2.062], [6.150, 3.014, 2.505], [4.568, 3.710, -0.014], [5.849, 2.480, -0.022], [6.204, 4.164, 0.400], [4.099, 6.064, 3.690], [3.916, 5.716, 5.402], [1.957, 7.169, 3.602], [2.669, 7.706, 5.110], [1.419, 6.437, 5.111]],
  "lowdin_charge": [0.074, -0.144, -0.157, -0.175, -0.005, 0.015, -0.058, -0.044, 0.037, -0.282, 0.093, -0.058, 0.011, 0.000, -0.129, -0.121, -0.206, -0.039, 0.039, -0.042, -0.282, 0.094, 0.052, 0.127, 0.129, 0.095, 0.114, 0.122, 0.112, 0.108, 0.126, 0.133, 0.115, 0.129, -0.079, -0.293, -0.242, 0.732, -0.222, -0.239, -0.282, -0.068, -0.255, -0.273, -0.077, 0.074, 0.078, 0.068, 0.101, 0.120, 0.090, 0.117, 0.074, 0.071, 0.065, 0.113, 0.122, 0.062, 0.079, 0.079, -0.078, -0.292, -0.244, 0.728, -0.223, -0.241, -0.290, -0.078, -0.257, -0.274, -0.077, 0.074, 0.079, 0.067, 0.101, 0.120, 0.098, 0.116, 0.073, 0.070, 0.075, 0.113, 0.121, 0.062, 0.079, 0.079]
}



Record 2
{
  "formula": "C7H7BrN5",
  "method": "the ωB97M-V functional and the def2-TZVPD basis",
  "charge": 1,
  "total_energy_ha": -3118.4181,
  "largest_force_ha_per_bohr": 0.077,
  "symbols": ["C", "C", "C", "C", "C", "C", "C", "N", "N", "N", "N", "N", "Br", "H", "H", "H", "H", "H", "H", "H"],
  "positions_angstrom": [[3.506, 1.786, 0.439], [-2.867, -0.356, -0.133], [-2.728, -0.429, 1.254], [-0.774, -0.170, 0.293], [0.632, 0.085, 0.089], [2.449, 0.420, -1.385], [3.265, 0.460, -0.042], [3.790, 2.745, 0.992], [-1.693, -0.053, -0.687], [-1.407, -0.332, 1.484], [1.062, 0.502, -1.121], [1.614, -0.042, 0.971], [4.676, -0.714, 0.204], [-3.839, -0.339, -0.547], [-3.509, -0.498, 2.107], [2.685, 1.268, -1.982], [2.693, -0.486, -1.977], [-0.933, -0.202, 2.426], [0.569, 0.942, -1.870], [1.651, -0.516, 1.832]],
  "nbo_charge": [0.132, -0.060, -0.022, 0.177, 0.486, -0.260, 0.020, -0.130, -0.368, -0.473, -0.535, -0.576, 0.307, 0.233, 0.260, 0.251, 0.235, 0.444, 0.455, 0.423]
}



Record 3
{
  "formula": "C5H10N2",
  "method": "the ωB97M-V functional and the def2-TZVPD basis",
  "charge": 0,
  "smiles": "CN=C(C)C.C#N",
  "total_energy_ha": -305.9389,
  "largest_force_ha_per_bohr": 0.078,
  "symbols": ["C", "N", "C", "C", "C", "H", "H", "H", "H", "H", "H", "H", "H", "H", "C", "N", "H"],
  "positions_angstrom": [[0.248, -1.573, 1.002], [0.605, -0.656, 0.031], [0.235, 0.549, 0.195], [0.587, 1.615, -0.820], [-0.547, 1.112, 1.272], [0.507, -2.677, 0.798], [0.782, -1.178, 1.920], [-0.810, -1.580, 1.169], [1.648, 1.972, -0.765], [0.367, 1.320, -1.791], [0.021, 2.493, -0.677], [-1.291, 0.238, 1.495], [0.108, 1.424, 2.121], [-1.142, 1.845, 0.824], [-0.399, -1.585, -2.222], [-1.279, -0.951, -2.542], [0.360, -2.369, -2.012]],
  "nbo_charge": [-0.437, -0.454, 0.330, -0.659, -0.700, 0.193, 0.197, 0.188, 0.225, 0.237, 0.202, 0.219, 0.245, 0.228, 0.100, -0.361, 0.247]
}



Record 4
{
  "formula": "C20H23CaN5O7S",
  "method": "the ωB97M-V functional and the def2-TZVPD basis",
  "charge": -2,
  "total_energy_ha": -2652.4928,
  "largest_force_ha_per_bohr": 0.002,
  "symbols": ["Ca", "O", "S", "O", "O", "O", "O", "C", "C", "O", "O", "C", "C", "C", "C", "C", "C", "C", "C", "C", "C", "C", "C", "H", "H", "H", "H", "H", "H", "H", "H", "H", "H", "H", "C", "C", "C", "C", "N", "N", "H", "H", "H", "H", "H", "H", "H", "H", "H", "H", "H", "H", "N", "C", "N", "C", "N"],
  "positions_angstrom": [[-0.029, 0.309, 0.289], [2.657, 0.720, 2.735], [1.198, 0.929, 2.818], [0.772, 1.399, 4.124], [0.782, 1.892, 1.720], [0.497, -0.360, 2.433], [-0.805, -1.959, -0.560], [-0.246, -2.367, -1.810], [0.361, -1.135, -2.588], [0.917, -1.381, -3.661], [0.206, -0.012, -2.032], [-1.379, -2.967, -2.642], [-1.655, -4.328, -2.663], [-2.770, -4.812, -3.336], [-3.631, -3.938, -3.982], [-3.370, -2.575, -3.953], [-2.250, -2.096, -3.294], [0.866, -3.347, -1.495], [1.532, -4.013, -2.524], [2.566, -4.890, -2.243], [2.960, -5.114, -0.929], [2.306, -4.450, 0.098], [1.262, -3.575, -0.181], [-1.645, -1.494, -0.729], [-0.998, -5.016, -2.147], [-2.971, -5.877, -3.342], [-4.507, -4.315, -4.496], [-4.045, -1.880, -4.437], [-2.053, -1.029, -3.269], [1.242, -3.811, -3.546], [3.076, -5.393, -3.056], [3.775, -5.793, -0.710], [2.608, -4.602, 1.127], [0.758, -3.063, 0.628], [4.229, -1.672, -1.945], [4.333, -0.201, -1.525], [4.758, 0.634, -2.730], [5.340, -0.037, -0.392], [3.041, 0.357, -1.099], [2.430, -0.280, 0.019], [5.197, -2.045, -2.291], [3.498, -1.782, -2.751], [3.917, -2.316, -1.119], [5.722, 0.291, -3.116], [4.838, 1.684, -2.447], [4.019, 0.546, -3.530], [6.330, -0.373, -0.715], [5.050, -0.619, 0.484], [5.397, 1.010, -0.089], [2.378, 0.295, -1.867], [2.756, 0.135, 0.900], [2.619, -1.280, 0.043], [-6.864, -0.331, 0.330], [-5.885, -0.035, -0.220], [-4.856, 0.333, -0.954], [-3.644, 0.297, -0.513], [-2.505, 0.314, -0.249]],
  "nbo_charge": [1.816, -1.075, 2.562, -1.033, -1.170, -1.166, -0.772, 0.078, 0.775, -0.726, -0.842, -0.031, -0.150, -0.239, -0.225, -0.206, -0.194, -0.038, -0.142, -0.245, -0.234, -0.222, -0.216, 0.517, 0.210, 0.197, 0.198, 0.210, 0.236, 0.233, 0.198, 0.198, 0.211, 0.255, -0.643, 0.094, -0.605, -0.617, -0.490, -0.761, 0.192, 0.232, 0.207, 0.189, 0.212, 0.215, 0.186, 0.221, 0.219, 0.372, 0.425, 0.338, -0.534, 0.454, -0.716, 0.564, -0.719]
}